1.
The following is a quantum chemistry calculation of a molecular structure, C55H57AsBBrFeN8O2P, from OMol25.

The geometry in XYZ format:
```
127
C55H57AsBBrFeN8O2P | OMol25 | ωB97M-V with the def2-TZVPD basis set
Fe 0.2941 -1.6756 -0.0395
C 3.9103 0.1998 0.3680
C 3.5444 -1.0600 1.0789
C 4.3410 -1.7188 2.0166
C 3.6870 -2.9004 2.2875
C 4.0769 -3.9929 3.2220
N 2.5584 -2.9191 1.5538
N 2.4484 -1.7782 0.8166
B 1.6072 -4.1124 1.3780
N 1.3889 -4.3800 -0.1330
N 1.2109 -3.3593 -1.0143
C 1.2518 -3.8881 -2.2395
C 1.1509 -3.0545 -3.4705
C 1.4411 -5.2676 -2.1493
C 1.5332 -5.5401 -0.7991
C 1.7412 -6.8521 -0.1266
N 0.2634 -3.7940 2.0636
N -0.4223 -2.6632 1.7396
C -1.5340 -2.6712 2.4977
C -2.5931 -1.6495 2.3960
C -1.5305 -3.7890 3.3295
C -0.3751 -4.4770 3.0254
C 0.1359 -5.7494 3.6069
H 4.3943 0.9007 1.0479
H 3.0568 0.6871 -0.0842
H 4.6198 -0.0204 -0.4320
H 5.2775 -1.3867 2.4245
H 4.9473 -3.6822 3.7950
H 4.3267 -4.9089 2.6870
H 3.2720 -4.2214 3.9198
H 2.0716 -5.0854 1.8805
H 1.0679 -2.0044 -3.2026
H 0.2885 -3.3366 -4.0719
H 2.0403 -3.1826 -4.0870
H 1.5299 -5.9712 -2.9558
H 1.8575 -7.6294 -0.8778
H 0.8913 -7.1112 0.5051
H 2.6295 -6.8432 0.5023
H -2.4420 -1.0265 1.5310
H -2.6145 -1.0177 3.2805
H -3.5692 -2.1255 2.3053
H -2.2725 -4.0647 4.0552
H -0.5533 -6.0996 4.3708
H 1.1146 -5.6123 4.0625
H 0.2340 -6.5257 2.8492
C -2.1451 -4.3390 -0.0169
O -1.8067 -3.1498 -0.7282
C -2.3168 -3.0227 -1.9910
C -3.2253 -3.8978 -2.5647
C -3.7304 -3.6147 -3.8276
Br -4.9838 -4.8025 -4.5935
C -3.3371 -2.4961 -4.5221
C -2.3923 -1.6258 -3.9667
C -1.8931 -1.8916 -2.6976
O -1.0242 -1.0574 -2.0111
C -2.0103 -0.4842 -4.8092
N -2.8474 0.0930 -5.6207
C -2.1059 1.0309 -6.3094
C -2.5065 1.9031 -7.3200
C -1.5456 2.7093 -7.8889
C -0.2068 2.6508 -7.4735
C 0.2056 1.7952 -6.4718
C -0.7699 0.9963 -5.8885
N -0.7369 0.0404 -4.8850
H -1.8282 -5.2161 -0.5837
H -3.2189 -4.3767 0.1715
H -1.6111 -4.3040 0.9261
H -3.5676 -4.7752 -2.0455
H -3.7337 -2.2669 -5.4990
H -0.9850 -0.1904 -2.4407
H -3.5358 1.9225 -7.6439
H -1.8186 3.3887 -8.6829
H 0.5217 3.2895 -7.9522
H 1.2427 1.7419 -6.1796
H 0.1014 -0.3642 -4.5045
C 1.0536 1.9559 1.5469
C 0.9839 3.4565 1.3251
As 2.1410 4.3784 2.6520
C 1.3416 6.1530 2.5015
C 0.7676 6.6143 1.3224
C 0.2630 7.9048 1.2433
C 0.3347 8.7481 2.3394
C 0.9166 8.2998 3.5162
C 1.4203 7.0123 3.5951
C 1.1268 3.7531 4.2059
C -0.2071 4.0985 4.4072
C -0.9130 3.5739 5.4779
C -0.2920 2.6984 6.3592
C 1.0359 2.3535 6.1697
C 1.7425 2.8812 5.0968
P -0.0255 0.9229 0.4631
C 0.3686 1.5843 -1.2004
C 1.3925 0.9528 -1.9091
C 1.9369 1.5340 -3.0438
C 1.4387 2.7461 -3.4978
C 0.3590 3.3359 -2.8595
C -0.1714 2.7619 -1.7158
C -1.6817 1.5884 0.8165
C -1.9921 2.0678 2.0865
C -3.2855 2.4637 2.3866
C -4.2843 2.3715 1.4299
C -3.9852 1.8874 0.1641
C -2.6928 1.4945 -0.1386
H 0.7609 1.7054 2.5718
H 2.0639 1.5916 1.4359
H -0.0328 3.8393 1.4358
H 1.3483 3.7219 0.3309
H 0.7102 5.9738 0.4507
H -0.1858 8.2511 0.3226
H -0.0587 9.7528 2.2775
H 0.9818 8.9566 4.3721
H 1.8695 6.6695 4.5209
H -0.6925 4.7932 3.7308
H -1.9461 3.8556 5.6332
H -0.8406 2.2972 7.2001
H 1.5257 1.6815 6.8608
H 2.7836 2.6146 4.9524
H 1.8032 0.0100 -1.5518
H 2.7534 1.0485 -3.5617
H 1.8962 3.2338 -4.3459
H -0.0588 4.2554 -3.2434
H -0.9941 3.2451 -1.2058
H -1.2309 2.1457 2.8513
H -3.5105 2.8418 3.3743
H -5.2938 2.6737 1.6694
H -4.7575 1.8140 -0.5888
H -2.4737 1.1087 -1.1263
```

Values from the calculation:
LUMO (spin up / spin down): -1.916 / -2.279 eV
Energy above the lowest of the compared OMol25 structures with the same formula, charge and spin: 0.478 eV
HOMO energy (spin up / spin down): -10.43 / -10.43 eV
Net charge: +1
Kohn-Sham gap (spin up / spin down): 0.3127 / 0.2995 Ha
Spin multiplicity: 5
Expectation value of S²: 6.01

Atomic partial charges in e from the Löwdin method, atoms 1 to 6: atom 1 (Fe): 0.814, atom 2 (C): -0.032, atom 3 (C): -0.324, atom 4 (C): 0.022, atom 5 (C): -0.261, atom 6 (C): -0.012

=====

2.
The following is a quantum chemistry calculation of a molecular structure, C55H57N10O3SZr, from OMol25.

The geometry in XYZ format:
```
127
C55H57N10O3SZr | OMol25 | ωB97M-V with the def2-TZVPD basis set
Zr 0.4227 -0.8810 0.1850
O 4.7510 -1.9046 -1.0776
C 5.0106 -0.6081 -1.2546
C 6.0334 -0.2901 -2.1479
C 6.3630 1.0176 -2.4203
C 5.7003 2.0517 -1.7633
C 4.7114 1.7658 -0.8538
C 4.3086 0.4405 -0.5965
C 3.1587 0.1121 0.2106
O 2.7408 -1.0888 0.3218
N 2.4390 0.9785 0.9976
N 0.5531 2.2629 1.4263
C 0.5138 1.7319 2.7500
C -0.5236 2.1074 3.7865
C -1.0052 3.0245 4.6840
C -1.9631 2.5218 5.5692
C -2.3598 1.1937 5.5476
C -1.8518 0.2567 4.6409
C -0.9427 0.7785 3.7640
O -0.0785 0.3761 2.7325
H 3.9709 -2.0152 -0.4957
H 6.5462 -1.1113 -2.6212
H 7.1408 1.2381 -3.1331
H 5.9602 3.0759 -1.9676
H 4.2201 2.5720 -0.3442
H 1.5012 1.6514 3.2251
H -0.6876 4.0539 4.7214
H -2.3967 3.1851 6.3003
H -3.0859 0.8644 6.2723
H -2.1578 -0.7760 4.6559
C 1.9287 -2.7443 4.0383
C 1.9133 -2.1617 2.8012
N 0.7787 -1.9839 2.0728
C -0.3890 -2.4065 2.7104
C -0.2956 -3.0827 3.9457
N 0.8115 -3.2487 4.6093
C -1.6149 -2.0065 2.1049
C -2.8634 -2.3013 2.6344
C -4.0376 -1.7658 2.0989
C -3.8859 -1.0551 0.8940
C -2.6479 -0.8766 0.3162
N -1.4734 -1.2344 0.9531
C -2.4862 -0.4593 -1.0488
C -3.5404 -0.0638 -1.8956
N -3.4070 0.0963 -3.1843
C -2.1896 -0.1584 -3.6911
C -1.1218 -0.4850 -2.8874
N -1.2145 -0.5997 -1.5519
C -5.3415 -1.9575 2.7258
C -6.5364 -1.6098 2.0815
C -7.7422 -1.7906 2.7338
N -7.8529 -2.2933 3.9507
C -6.7336 -2.6276 4.5702
C -5.4741 -2.4737 4.0213
H 2.8400 -2.8547 4.6038
H 2.8490 -1.8502 2.3478
H -1.1776 -3.5000 4.4104
H -2.9236 -2.9712 3.4750
H -4.7545 -0.6984 0.3696
H -4.5339 0.1076 -1.5045
H -2.0991 -0.0914 -4.7644
H -0.1586 -0.6843 -3.3345
H -6.5462 -1.2151 1.0788
H -8.6753 -1.5242 2.2541
H -6.8579 -3.0422 5.5616
H -4.6140 -2.7497 4.6101
C 0.3971 2.3207 -5.2383
C 1.4433 1.7781 -4.2600
C 2.8182 1.7919 -4.9474
C 1.5459 2.5547 -2.9618
C 1.6671 3.9309 -3.1023
C 1.8115 4.7687 -2.0195
C 1.9084 4.2197 -0.7615
C 1.8147 2.8465 -0.5642
C 1.9324 2.3570 0.8761
C -0.2752 3.4528 1.2733
C 2.8316 3.2596 1.7593
C 1.5719 1.9871 -1.6598
N 1.3506 0.6158 -1.4205
C 1.9570 -0.2431 -2.2180
C 1.7835 -1.6330 -2.2010
C 2.3225 -2.5517 -3.1274
C 1.8870 -3.8000 -2.7478
C 1.1015 -3.6295 -1.5900
N 1.0248 -2.3299 -1.2648
C 0.4971 -4.7030 -0.7224
C 1.3817 -4.7990 0.5317
C 0.4772 -6.0585 -1.4291
C -0.9346 -4.3052 -0.3392
H 0.4141 1.7058 -6.1362
H 0.5994 3.3443 -5.5377
H -0.5959 2.2686 -4.8037
H 1.1537 0.7454 -4.0561
H 3.0721 2.8025 -5.2621
H 2.7982 1.1551 -5.8291
H 3.6078 1.4431 -4.2832
H 1.6496 4.3646 -4.0906
H 1.8604 5.8358 -2.1570
H 2.0435 4.8768 0.0789
H 1.7785 0.3872 1.5126
H -0.3227 3.7187 0.2218
H 0.1061 4.2992 1.8558
H -1.2759 3.2211 1.6248
H 2.2366 4.0117 2.2680
H 3.5948 3.7709 1.1817
H 3.3395 2.6539 2.5065
H 2.7165 0.1167 -2.9115
H 2.9318 -2.3052 -3.9745
H 2.1079 -4.7221 -3.2420
H 2.3402 -5.2460 0.2823
H 0.9066 -5.4043 1.2999
H 1.5588 -3.7979 0.9191
H 1.4846 -6.3822 -1.6751
H -0.1100 -6.0133 -2.3436
H 0.0366 -6.8052 -0.7735
H -0.9429 -3.2872 0.0593
H -1.3235 -4.9927 0.4084
H -1.5878 -4.3422 -1.2101
C -2.1010 4.1461 -2.7095
S -1.9733 2.7763 -1.5253
C -3.5283 3.0626 -0.6292
H -2.2303 5.0769 -2.1637
H -2.9438 3.9656 -3.3694
H -1.1737 4.1662 -3.2707
H -4.3624 2.9817 -1.3218
H -3.5062 4.0506 -0.1743
H -3.6005 2.2988 0.1389
```

Values from the calculation:
LUMO (spin up / spin down): -3.327 / -3.325 eV
Energy above the lowest of the compared OMol25 structures with the same formula, charge and spin: 3.981 eV
HOMO energy (spin up / spin down): -8.05 / -8.05 eV
Net charge: +1
Kohn-Sham gap (spin up / spin down): 0.1736 / 0.1736 Ha

Atomic partial charges in e from the Löwdin method, atoms 1 to 6: atom 1 (Zr): 1.857, atom 2 (O): 0.102, atom 3 (C): -0.242, atom 4 (C): 0.012, atom 5 (C): -0.041, atom 6 (C): -0.059

=====

3.
The following is a quantum chemistry calculation of 7 unconnected molecules or ions with the total composition C55H60BF24IN4O21, from OMol25.

The geometry in XYZ format:
```
166
C55H60BF24IN4O21 | OMol25 | ωB97M-V with the def2-TZVPD basis set
C -2.4333 -1.0854 3.9603
C -2.1343 -0.1950 3.0113
C -0.7631 -0.1110 2.4125
C -0.2314 -0.9994 1.4635
C -1.0737 -2.1657 0.9494
O -0.9595 -3.2309 1.4912
C -2.0521 -2.0966 -0.2801
F -2.3182 -3.3173 -0.7631
F -1.4406 -1.4196 -1.2931
C -3.3972 -1.3579 -0.0570
F -3.9822 -1.2663 -1.2765
F -3.1906 -0.0827 0.3319
C -4.4127 -2.1189 0.8499
F -3.8058 -2.9227 1.7473
F -5.1971 -2.9132 0.0836
C -5.3778 -1.1675 1.6227
O -5.9324 -0.2691 1.0752
O -5.5457 -1.4583 2.9404
C 1.0859 -0.8609 0.9980
B 1.7475 -1.8672 -0.0442
N 3.0630 -2.4897 0.1878
O 1.1150 -2.1848 -1.2450
C 1.8901 0.1886 1.4556
O 3.1723 0.3878 1.0312
C 4.1771 -0.2546 1.8511
C 5.4411 -0.4239 0.9605
N 6.6988 -0.1360 1.6290
C 6.8229 1.2615 2.0647
C 6.6018 2.2927 0.9524
C 7.5063 2.0251 -0.2630
O 6.8825 3.5950 1.4912
C 1.3562 1.0960 2.3728
C 0.0484 0.9510 2.8393
C -0.4373 2.0204 3.8258
O -1.0729 1.7833 4.8167
C 0.0126 3.4270 3.4444
C 1.3180 3.5470 2.9665
C 1.8560 4.7491 2.5576
C 1.0418 5.8777 2.6250
N 1.6125 7.1153 2.1518
C 1.9108 7.9022 3.0503
O 1.9139 8.7406 3.8479
C -0.2641 5.7721 3.0934
I -1.4260 7.5556 3.0939
C -0.8250 4.5505 3.5261
N -2.1485 4.4552 3.9802
C -2.9940 3.6709 3.0457
C -4.1517 4.4932 2.4634
C -5.0330 3.5431 1.5940
C -6.0604 2.8246 2.4952
C 2.1385 2.2905 2.8701
O 3.3026 2.2622 3.1781
H -3.1461 -0.8373 4.7476
H -1.9974 -2.0844 3.9578
H -2.8978 0.4929 2.6373
H -5.1999 -0.7235 3.4671
H 3.6795 -1.9973 -0.4651
H 3.0392 -3.4339 -0.2001
H 1.0155 -1.3623 -1.7470
H 4.3974 0.3002 2.7672
H 3.8425 -1.2503 2.1671
H 5.2831 0.1731 0.0565
H 5.4588 -1.4735 0.6450
H 6.7966 -0.7122 2.4569
H 6.1620 1.4976 2.9184
H 7.8505 1.4067 2.4285
H 5.5464 2.3099 0.6397
H 7.9541 2.9739 -0.5394
H 8.2743 1.2949 0.0069
H 6.9248 1.6774 -1.1206
H 6.1408 3.8139 2.0662
H 2.8796 4.7673 2.1978
H -2.5257 5.3912 4.0759
H -2.4206 3.2748 2.1969
H -3.4072 2.7939 3.5658
H -3.7356 5.2291 1.7617
H -4.7867 4.9576 3.2242
H -5.4994 4.0981 0.7757
H -4.3645 2.7671 1.1939
H -6.4523 3.5045 3.2615
H -5.5603 1.9922 3.0076
H -6.9043 2.3908 1.9541
C 5.9513 1.3664 -6.7920
C 7.3696 0.8736 -6.5930
O 8.1322 1.8051 -5.7988
C 7.9626 1.7254 -4.4878
O 7.2411 0.9619 -3.9163
C 8.8687 2.7425 -3.7814
F 8.8298 3.9454 -4.3698
F 10.1485 2.3395 -3.7923
F 8.5080 2.9069 -2.5081
H 5.9514 2.3708 -7.2183
H 5.4067 0.6986 -7.4589
H 5.4154 1.4200 -5.8438
H 7.8764 0.8075 -7.5497
H 7.3949 -0.1176 -6.1446
C -6.8689 -4.9332 2.4309
C -8.1331 -5.6516 2.8489
O -8.1400 -5.9019 4.2685
C -8.5079 -4.8865 5.0356
O -8.8262 -3.7985 4.6510
C -8.5055 -5.3284 6.5074
F -7.4044 -6.0210 6.8154
F -9.5626 -6.1115 6.7689
F -8.5642 -4.2837 7.3353
H -5.9877 -5.4876 2.7570
H -6.8335 -4.8193 1.3477
H -6.8107 -3.9432 2.8849
H -8.1846 -6.6279 2.3711
H -9.0260 -5.1000 2.5562
C 2.9357 5.9645 -2.7283
C 2.8455 4.9552 -1.6046
O 1.8072 3.9843 -1.8490
C 2.1231 2.9828 -2.6612
O 3.1740 2.8242 -3.2055
C 0.9400 2.0086 -2.7703
F -0.2200 2.6492 -2.9471
F 0.8249 1.2698 -1.6478
F 1.0928 1.1651 -3.7880
H 1.9663 6.4350 -2.8976
H 3.6673 6.7355 -2.4894
H 3.2297 5.4865 -3.6628
H 2.5753 5.4557 -0.6755
H 3.7998 4.4551 -1.4376
C -0.7716 -2.1522 -4.0146
C -0.2816 -3.2562 -4.9253
O -0.9988 -3.2575 -6.1751
C -0.5864 -2.3814 -7.0822
O 0.3125 -1.6052 -6.9501
C -1.4131 -2.5342 -8.3666
F -2.7224 -2.6378 -8.1057
F -1.0474 -3.6370 -9.0374
F -1.2469 -1.4935 -9.1798
H -1.8499 -2.2255 -3.8692
H -0.2816 -2.2144 -3.0525
H -0.5708 -1.1698 -4.4463
H -0.4702 -4.2264 -4.4694
H 0.7911 -3.1846 -5.1041
C 10.5005 -4.6424 -7.2661
C 11.3004 -3.6028 -6.5110
O 11.5292 -2.4353 -7.3235
C 10.5315 -1.5650 -7.3864
O 9.4757 -1.6746 -6.8330
C 10.9521 -0.3651 -8.2484
F 11.5591 -0.7553 -9.3752
F 11.8056 0.4205 -7.5802
F 9.9045 0.3814 -8.5976
H 10.9869 -4.8864 -8.2114
H 10.4025 -5.5514 -6.6735
H 9.5019 -4.2749 -7.5022
H 12.2854 -3.9946 -6.2651
H 10.8178 -3.3242 -5.5747
C -11.1964 -2.5641 6.3317
C -12.0646 -3.4443 7.2039
O -13.3902 -2.8952 7.3445
C -14.2267 -3.1328 6.3430
O -13.9772 -3.7516 5.3516
C -15.6011 -2.5263 6.6586
F -15.4965 -1.2815 7.1418
F -16.2448 -3.2620 7.5772
F -16.3708 -2.4720 5.5736
H -11.1802 -1.5427 6.7162
H -10.1832 -2.9426 6.2980
H -11.5803 -2.5180 5.3125
H -11.6523 -3.4954 8.2101
H -12.1161 -4.4642 6.8225
```

Values from the calculation:
Structure (SMILES): C=Cc1c(C(=O)C(F)(F)C(F)(F)C(F)(F)C(=O)O)c(B(N)O)c(OCCNC[C@H](C)O)c2c1C(=O)c1c(cc(N=C=O)c(I)c1NCCCC)C2=O.CCOC(=O)C(F)(F)F.CCOC(=O)C(F)(F)F.CCOC(=O)C(F)(F)F.CCOC(=O)C(F)(F)F.CCOC(=O)C(F)(F)F.CCOC(=O)C(F)(F)F
LUMO: -1.172 eV
HOMO energy: -8.93 eV
Kohn-Sham gap: 0.2852 Ha

Atomic partial charges in e from the Löwdin method, atoms 1 to 6: atom 1 (C): 0.059, atom 2 (C): -0.129, atom 3 (C): -0.082, atom 4 (C): -0.018, atom 5 (C): -0.200, atom 6 (O): 0.186